1.
19 unconnected molecules or ions with the total composition C11H62N8O19 at a distorted geometry, computed with the ωB97M-V functional and the def2-TZVPD basis.

```
100
Properties=species:S:1:pos:R:3:forces:R:3:lowdin_charge:R:1
H 2.046749 3.743882 -0.428812 -0.12 0.78 -0.15 0.066
H -0.114510 3.619428 -0.850338 -0.19 -0.16 0.68 -0.024
H 2.870883 -1.694793 0.863986 -0.10 0.24 0.48 0.010
H -1.060913 -4.303134 -0.522075 0.05 0.24 0.16 0.099
H 0.066803 3.446427 1.645930 0.19 0.22 0.15 0.073
H 2.540901 1.718627 5.370473 -0.33 -0.07 -0.36 0.119
H 2.903301 -2.094550 -1.932625 0.90 0.00 0.23 0.035
H 2.803095 0.623345 -2.818631 -0.04 -0.26 0.06 -0.017
H 5.805306 4.270703 0.047989 0.11 0.75 0.22 0.135
C 0.601517 1.039693 5.118663 1.43 0.61 0.34 -0.818
H 0.385341 -1.732900 0.405971 1.06 0.73 0.76 0.117
C 1.309077 0.895979 -0.510582 0.56 -0.62 -0.01 -0.061
H -2.489348 -0.159069 3.779175 0.33 -0.71 -0.51 -0.039
H -0.798555 0.180120 2.390785 -0.51 1.04 0.33 0.062
O -3.894316 -1.735158 -3.092534 -0.97 -1.87 0.26 0.041
O -0.073278 -3.479643 -2.177644 0.18 0.86 -0.86 -0.230
N -0.496424 1.684018 4.933024 -4.82 1.52 -1.32 0.191
N 2.504412 -2.350291 -2.824584 -0.58 0.75 0.26 0.050
H -3.594944 0.711771 -3.029255 0.46 -0.11 -0.14 0.111
H -2.269050 1.054302 0.667169 -0.35 -0.01 0.31 0.073
H -2.909020 -2.675399 2.859650 0.27 0.35 0.05 -0.006
O 5.192619 -0.217470 -0.680692 0.42 0.08 -0.31 -0.057
H -0.013667 1.452127 -4.437299 0.33 -0.02 -0.29 0.035
O -0.380087 3.204197 0.834860 -0.34 0.65 0.17 -0.027
C 3.534167 -4.522130 -2.516721 0.28 -0.35 -0.71 -0.058
H 1.379086 2.697377 4.462304 1.04 0.02 0.48 0.093
H -0.282433 -1.149920 2.583648 0.06 -1.30 0.44 0.037
H -0.381052 2.247005 0.838039 -0.06 -1.11 -0.08 0.020
H 1.570769 -2.005662 -2.652415 -0.56 0.74 -0.57 0.047
H -1.908393 -1.969997 0.951808 0.05 -0.18 -0.55 0.130
O 4.099275 2.738339 0.559596 -0.02 -2.18 1.33 0.042
H 3.807690 -4.435455 -1.465171 -0.14 -0.27 0.07 0.076
H 1.852910 1.771089 -0.154888 -0.05 -0.41 0.53 0.064
H -3.553459 -0.207118 1.127541 0.27 0.43 0.46 0.086
O -3.502843 -3.205734 3.391017 0.00 -0.42 0.05 -0.043
O -3.337591 4.041840 0.444780 -0.21 -0.07 -0.05 -0.029
H 2.902395 5.310013 -0.617766 -1.02 -0.58 -0.41 0.116
H -4.901398 -0.874841 -1.808061 0.20 -0.60 -0.51 -0.038
C 2.262729 -3.774721 -2.832312 -1.37 -0.09 1.57 -0.402
H -3.460576 4.869002 -0.020965 -0.21 0.24 -0.11 0.054
O -3.202495 0.096553 4.364239 0.30 0.71 0.71 -0.077
N -1.191004 -0.750501 2.396429 0.54 0.72 0.72 0.048
H -4.772065 2.340463 -1.744748 -0.09 0.28 -0.21 0.052
N -2.834359 0.155491 -3.392808 0.70 3.51 0.05 0.195
H 1.520833 -1.428821 3.914574 -0.17 0.11 0.62 0.038
H 4.719830 5.690013 -0.057524 0.68 -0.31 -0.14 0.121
H -0.467950 2.648612 4.634953 -0.50 -0.36 0.21 0.110
O 3.513369 0.548160 2.037060 -0.37 -0.75 0.28 -0.046
O 0.169551 3.987204 -1.687164 0.31 -0.03 -0.86 -0.045
H -1.900419 -2.668468 -4.109634 0.31 0.14 -0.02 0.112
N 2.806306 4.380561 -0.234361 -3.09 0.78 0.23 0.184
C 3.928435 3.883586 0.223941 -1.18 -1.66 -1.30 -0.762
O -5.672986 -0.450003 3.238768 -0.06 -0.04 -0.12 -0.031
H 1.219921 -4.008702 -0.747512 0.68 0.16 0.30 0.106
H 1.993209 0.061870 -0.666569 0.35 -0.10 0.77 0.073
H -0.970498 -1.258255 -4.334832 -0.56 0.28 0.25 0.113
O -5.660866 -0.465108 -1.393874 -0.64 -0.24 0.26 -0.077
H 4.250817 0.160534 2.508407 0.19 -0.21 0.17 0.062
O 0.235540 0.523168 0.392377 1.33 -0.82 -1.28 -0.193
O -0.590377 2.118666 -4.063994 -0.32 -0.34 -0.19 -0.044
C -0.216777 -0.849492 0.193451 -2.28 0.53 -1.00 -0.145
H -1.939111 0.504229 -3.704258 -0.65 1.30 0.36 0.069
H -4.250297 2.543945 -0.338244 0.38 0.43 0.49 0.003
C -1.513845 -0.955183 1.002614 0.10 -0.16 0.81 -0.414
O 1.480352 -1.407119 2.958474 0.33 -0.62 -0.59 -0.045
H 4.503893 0.269322 -0.228012 -0.21 0.28 0.18 -0.018
H -1.750365 -2.882927 -1.479271 -0.65 -0.30 0.77 0.070
H 4.381784 -4.118287 -3.070393 -0.12 0.38 -0.09 0.082
H 2.627293 -2.954409 0.060287 -0.14 -0.30 0.14 0.014
O -4.845085 1.999012 -0.853509 -0.19 0.06 -0.36 -0.040
H -2.398438 4.005933 0.626236 0.55 -0.26 0.19 0.008
H -4.373940 -3.008405 3.046783 -0.22 0.12 -0.03 0.019
N 4.891018 4.695683 -0.011808 4.71 2.69 0.28 0.174
H 1.806492 -3.988656 -3.798846 0.35 -0.44 -0.18 0.134
C -2.609604 0.019478 0.631663 0.11 -1.01 -1.59 -0.020
H -3.997253 -0.044436 3.849722 -0.46 -0.08 -0.11 -0.030
H -1.865673 -4.508636 -2.094259 0.09 -0.32 -0.03 0.096
H 1.106735 1.124809 -1.556909 -1.48 0.20 -0.11 0.076
C 1.068396 -4.151258 -1.817473 1.39 -1.36 -1.21 -0.209
H 1.887171 -0.574160 2.719894 0.39 0.58 -0.09 0.004
H -2.827888 -0.233446 -0.405875 -0.19 0.48 -0.36 0.067
H -0.083712 2.500160 -3.347063 0.16 0.48 0.49 -0.002
N -1.836339 -1.665315 -4.011217 1.83 -3.32 -1.28 0.181
H 3.772293 1.458362 1.893143 0.07 0.69 -0.56 0.001
H 0.887966 -5.216669 -1.960467 0.16 -0.50 0.15 0.125
H -0.478682 -1.027068 -0.849607 0.07 0.51 -0.49 0.111
C -1.240712 -3.846297 -1.495247 -0.58 0.80 -0.55 -0.090
H -6.343871 -0.844445 3.796042 -0.11 -0.07 0.30 0.060
H -5.400853 0.447016 -1.264806 -0.02 0.20 0.48 -0.053
H -1.276195 1.102310 4.661585 -0.60 0.44 0.28 0.082
H 3.918605 0.238811 -3.767148 0.12 -0.35 -0.01 0.033
C -2.923787 -1.131497 -3.487365 -0.92 0.01 0.56 -0.772
O 0.668236 -0.106748 5.380530 0.56 -4.26 1.03 0.084
H -0.326229 4.801594 -1.772058 -0.09 0.20 -0.19 0.054
N 1.614858 1.874722 4.998729 3.19 2.13 -0.50 0.164
O 3.610873 0.954582 -3.211075 -0.13 0.59 -0.08 -0.048
H 5.417158 -0.929133 -0.081235 -0.09 -0.26 0.08 0.020
O 3.217512 -2.204208 0.131474 0.21 -0.02 -0.20 -0.045
H -5.962699 -0.636550 2.345744 -0.07 0.08 -0.43 0.053
H 3.488758 -5.551948 -2.870994 -0.16 -0.22 0.53 0.079
```
Forces are in eV/Å.

## Properties
Largest force on an atom = 5.427 eV Å⁻¹
Net charge = 0
Orbital gap = 9.04 eV

=====

2.
C4H5ClO in the gas phase at a distorted geometry, computed with the ωB97M-V functional and the def2-TZVPD basis.

```
11
Properties=species:S:1:pos:R:3:forces:R:3:lowdin_charge:R:1
Cl 2.853920 -1.393193 1.008445 0.07 -0.21 0.22 0.606
C -0.428383 0.283247 -0.622026 5.09 -2.32 0.04 -0.421
C 0.462583 -0.855512 -0.128354 -0.97 0.93 -1.85 -0.109
H 0.161577 -1.779993 -0.656067 0.80 0.02 1.17 0.129
C -1.445446 0.626575 0.169149 -5.69 2.86 2.25 -0.085
H -1.759644 -0.026323 1.056931 0.96 1.56 -0.88 0.149
O -0.179108 1.517590 0.089188 -2.63 -1.73 -0.21 -0.042
H 1.679783 0.645843 0.589469 -0.03 -0.21 0.57 0.078
H -2.346658 1.144309 -0.383975 1.72 -0.89 1.51 0.150
C 1.516459 -0.421938 0.526163 0.76 -0.61 -0.50 -0.580
H -0.515085 0.259396 -1.648922 -0.07 0.58 -2.32 0.125
```
Forces are in eV/Å.

## Properties
Largest force on an atom = 6.759 eV Å⁻¹
SMILES string = Cl/C=C/[C@H]1CO1
Net charge = 0
Orbital gap = 10.56 eV

=====

3.
A molecular structure, C49H47BrN9O5Se2Zr, computed with the ωB97M-V functional and the def2-TZVPD basis.

```
114
Properties=species:S:1:pos:R:3:forces:R:3:lowdin_charge:R:1
C 1.937488 0.141424 2.415374 -0.01 -0.09 -0.18 -0.589
C -7.831936 -2.348730 4.663042 -0.10 0.00 0.09 -0.017
H -3.835978 5.123313 -2.001076 0.01 -0.01 0.00 0.135
H 2.724118 2.076206 -5.313879 0.00 0.01 -0.01 0.119
C -8.955960 -2.544549 5.448277 0.03 0.00 -0.02 -0.011
C -3.694462 0.681134 3.470033 -0.11 -0.04 0.04 0.019
C -2.796862 1.708589 3.417785 0.17 0.09 -0.07 -0.020
H 1.576813 3.541957 -3.608451 0.01 0.00 -0.03 0.107
C -1.153993 -1.388411 -4.690670 0.01 0.01 0.02 -0.019
H -0.185114 5.380124 2.639403 0.01 -0.01 0.01 0.085
C -2.092485 -1.453658 0.872795 0.12 0.09 -0.03 -0.323
C -4.048877 -2.589034 1.631616 0.13 0.00 -0.14 -0.007
C 0.869875 3.536483 0.940892 -0.08 0.03 0.00 -0.118
O 2.381778 0.457605 1.272460 0.34 0.01 0.08 -0.190
N 1.907374 0.750426 -1.752022 -0.35 0.22 0.14 -0.001
C 0.191147 5.777768 1.696380 0.00 0.01 -0.02 -0.047
C -0.186888 -2.554894 -2.449250 -0.11 -0.04 -0.04 -0.164
H -11.644628 -2.520909 6.192537 0.00 -0.01 0.00 0.096
C 1.394129 -3.900999 2.348045 -0.02 0.02 -0.04 -0.031
C -3.746388 3.740866 -4.181594 -0.01 -0.01 -0.02 -0.181
H -4.646093 3.585073 -3.573762 0.01 -0.01 0.01 0.134
C 1.338916 4.915109 1.156348 -0.03 0.01 0.03 -0.623
C 4.112775 0.761461 5.920015 0.07 0.03 0.02 -0.167
H 4.655118 0.908150 6.846724 -0.01 0.00 0.01 0.108
O -0.973972 -1.295414 0.172673 0.01 -0.40 0.17 -0.321
C 3.971215 1.001523 3.543008 0.00 -0.01 0.09 -0.035
C -2.698827 2.700285 -3.826659 -0.02 -0.01 0.03 -0.104
N 2.932070 0.159539 6.001570 -0.01 -0.01 -0.05 0.090
H 1.119739 2.615382 -1.381269 0.00 0.00 -0.01 0.053
C -8.038622 -1.057850 7.122585 0.01 -0.03 -0.07 0.004
H -10.840388 -3.902900 6.989612 -0.01 0.00 0.00 0.097
H -0.906745 4.565639 -2.695885 -0.01 0.01 -0.01 0.126
H 1.289572 -0.511419 4.948936 0.00 0.00 0.00 0.127
C 3.044233 -2.375941 0.839460 0.20 -0.04 -0.10 -0.671
H 2.214071 6.495820 -0.038848 0.00 0.01 -0.01 0.090
C -6.816081 -1.511731 5.102940 0.28 0.00 -0.06 -0.260
C 2.570206 0.007763 -2.640246 0.19 -0.11 -0.20 -0.653
C -1.834210 4.343862 -2.157528 0.00 0.00 0.03 -0.097
C -1.731312 -3.605990 -5.744361 -0.04 -0.03 -0.03 -0.038
C 2.735090 0.371962 3.631914 0.02 -0.03 -0.03 -0.106
N -5.621459 -1.245171 4.371184 -0.27 -0.05 0.01 0.057
H 2.169896 4.480700 3.120038 -0.01 0.00 0.00 0.087
C 0.944194 -3.108192 1.308866 0.04 0.02 0.00 -0.122
N -1.203502 1.207059 -1.078309 0.20 -0.01 0.03 0.143
H 4.658717 -3.109445 2.052131 0.01 0.01 -0.02 0.105
H -0.582252 0.416211 -3.678745 0.01 0.00 0.00 0.087
H 2.632348 4.868004 -0.594216 0.01 0.00 0.01 0.086
C -1.708807 2.002756 -1.742774 0.14 -0.06 0.00 -0.203
H -0.981751 2.452866 2.481171 0.00 0.02 0.01 0.086
H -4.719091 -3.436720 1.582507 -0.02 0.00 0.02 0.116
H 0.205650 -2.989881 -1.538449 0.00 0.00 -0.01 0.084
H 3.133734 -4.449621 3.493763 -0.02 -0.01 0.01 0.119
H -11.911886 -2.833383 7.922235 0.00 -0.01 -0.01 0.094
H -1.927963 -4.628158 -5.426411 0.01 0.00 0.00 0.081
C -2.940783 5.273628 -2.617051 0.00 0.02 0.02 -0.178
H -3.114547 1.694068 -3.873619 0.00 0.01 -0.01 0.135
O -10.118988 -2.025240 7.514652 0.03 0.01 -0.01 -0.073
C -11.183560 -2.873717 7.118009 0.01 0.01 0.00 -0.074
C 3.590202 -3.108189 1.885640 -0.09 -0.01 -0.03 -0.099
O 0.774694 -0.365039 2.469001 0.01 0.14 -0.03 -0.088
C -0.688027 -3.359736 -3.460214 0.02 0.03 0.04 -0.008
H -6.120356 -0.222473 6.658647 0.01 0.00 -0.01 0.111
H 2.847915 5.918175 2.340160 0.01 0.00 0.01 0.088
C 0.517815 2.388752 0.745124 0.25 -0.14 0.01 -0.142
C -0.632973 -0.668103 -3.630851 0.08 0.01 -0.06 -0.148
C 2.255078 -0.026310 4.873562 0.00 0.00 0.01 -0.061
C 2.493358 4.900488 2.166779 0.03 0.01 0.01 -0.044
N -1.516587 0.637554 1.718990 -0.05 0.21 0.24 0.010
H -4.530413 0.711541 4.149428 0.02 0.00 -0.03 0.098
H -2.657219 -3.182616 -6.133226 0.00 0.01 0.00 0.085
C -4.342827 -1.606503 2.540831 -0.30 -0.21 0.26 -0.194
C 2.494437 1.717159 -4.319489 -0.02 0.04 0.04 -0.042
H -0.637987 5.814839 0.987069 0.00 -0.01 0.00 0.073
H 0.691670 -4.509259 2.898813 0.00 0.00 0.02 0.114
H -2.703122 -3.346153 0.101193 0.03 0.00 -0.01 0.118
H 3.437502 -0.190532 -4.590648 0.00 -0.04 0.02 0.098
O -3.243195 5.046484 -3.979960 0.00 0.01 -0.02 -0.113
H 0.537089 6.798391 1.868905 0.01 0.00 0.00 0.089
C -2.915045 -2.544222 0.795034 -0.12 0.11 0.09 0.011
Se 4.302930 -1.480899 -0.305731 0.01 0.03 -0.04 0.722
C -2.398181 -0.395159 1.775118 -0.02 -0.13 -0.21 -0.142
C -6.925637 -0.867518 6.332215 -0.08 -0.03 0.04 -0.022
C -3.511694 -0.443313 2.631980 0.06 -0.01 -0.07 -0.065
H -1.016733 -3.643058 -6.568607 0.01 0.01 0.01 0.092
C 1.595222 2.003495 -2.134459 0.10 0.03 -0.03 -0.148
H -7.744914 -2.844735 3.707551 0.03 0.01 -0.02 0.105
Zr 0.401266 0.168620 0.320461 -0.53 0.00 -0.39 1.824
C 2.740670 -3.868515 2.670015 0.02 0.00 0.01 -0.038
C -1.191457 -2.778299 -4.617171 0.01 0.00 0.00 -0.260
Se 3.191738 -1.776768 -2.289964 -0.01 0.01 0.07 0.721
C 4.664507 1.199581 4.719628 -0.06 -0.03 -0.02 -0.665
H 3.326441 4.302396 1.795437 -0.01 -0.01 -0.01 0.086
Br 6.340189 2.058612 4.724172 0.02 0.01 -0.02 0.773
C 1.831984 5.483580 -0.180996 -0.01 0.01 0.00 -0.048
H -9.740302 -3.196929 5.094785 -0.01 0.00 0.00 0.103
H -8.142023 -0.571459 8.082262 -0.01 0.00 0.01 0.122
C 1.857496 2.520925 -3.389058 0.01 -0.04 0.02 -0.046
H -4.015994 3.660443 -5.233218 0.02 0.00 0.01 0.135
C -1.705466 1.652773 2.534870 -0.18 -0.08 0.02 -0.095
H -1.650353 4.429417 -1.086109 0.00 0.01 -0.01 0.127
H -0.683078 -4.435306 -3.339072 -0.01 -0.01 -0.01 0.117
C -9.061442 -1.898980 6.680587 -0.04 0.02 0.08 -0.279
N 1.742901 -2.318008 0.573238 -0.15 0.11 0.27 -0.008
H 1.017484 5.527655 -0.907960 0.00 0.00 -0.01 0.070
H -2.911627 2.574728 4.054395 0.01 0.01 0.00 0.111
N -2.250968 2.959869 -2.449424 -0.10 0.03 -0.01 -0.059
H -1.522724 -0.870468 -5.567474 -0.01 0.00 -0.01 0.115
C 2.876510 0.449644 -3.925201 -0.03 0.07 0.06 -0.112
H -0.105455 -3.066905 1.061551 0.00 -0.03 0.01 0.093
H -1.845810 2.771281 -4.509815 -0.01 0.02 -0.01 0.132
N -0.157263 -1.226405 -2.521316 0.04 0.03 0.21 0.031
H -2.623898 6.311249 -2.527924 0.01 -0.01 0.00 0.136
H 4.358352 1.323389 2.585814 -0.01 0.00 -0.01 0.122
N -5.506193 -1.888869 3.317333 0.25 0.21 -0.14 0.068
```
Forces are in eV/Å.

## Properties
Largest force on an atom = 0.658 eV Å⁻¹
Net charge = +1
Orbital gap = 6.92 eV